Molecular formula: C5H9NO
Method: DFT, wB97M-V/def2-TZVPD

Calculated values
- Calculated total energy: -8868.379 eV
- LUMO level: 0.93 eV
- HOMO energy: -9.7718 eV
- SMILES string: [H]/N=C1/CCCCO1
- Frontier orbital gap: 10.6981 eV

Last column: Löwdin charge in e.
Element x y z (Å)
N (-0.04, -2.20, -1.58)  0.145
C (0.01, -1.13, -0.91)  -0.449
C (-1.01, -0.87, 0.19)  -0.119
C (-0.62, 0.21, 1.20)  -0.200
C (0.03, 1.38, 0.47)  -0.184
C (1.24, 0.85, -0.28)  -0.184
O (0.89, -0.14, -1.25)  -0.034
H (0.67, -2.18, -2.32)  0.060
H (-1.93, -0.58, -0.32)  0.126
H (-1.21, -1.83, 0.67)  0.117
H (0.09, -0.19, 1.94)  0.115
H (-1.51, 0.53, 1.76)  0.111
H (-0.67, 1.83, -0.24)  0.124
H (0.35, 2.16, 1.17)  0.117
H (1.97, 0.42, 0.42)  0.129
H (1.75, 1.63, -0.85)  0.125

---

Molecular formula: C5H9NO
Method: DFT, wB97M-V/def2-TZVPD

Calculated values
- Calculated total energy: -8863.368 eV
- LUMO level (spin up / spin down): 0.07 / 0.01 eV
- HOMO energy (spin up / spin down): -8.9036 / -7.3218 eV
- Frontier orbital gap (spin up / spin down): 8.9740 / 7.3315 eV

Last column: Löwdin charge in e.
Element x y z (Å)
C (-1.74, -0.09, 0.42)  -0.151
C (1.07, -1.58, 1.40)  -0.125
C (0.98, 0.74, -1.32)  -0.108
N (-0.04, -1.40, 0.50)  -0.022
C (-1.39, 1.06, -0.37)  -0.110
C (-0.32, 1.43, -1.10)  -0.145
O (-1.10, -0.87, 1.25)  -0.073
H (-2.81, -0.18, 0.60)  0.109
H (-2.26, 1.70, -0.47)  0.098
H (-0.44, 2.35, -1.66)  0.094
H (0.73, -2.07, 2.32)  0.082
H (1.80, -2.20, 0.89)  0.077
H (1.56, -0.64, 1.67)  0.078
H (0.92, -0.32, -1.09)  0.045
H (1.30, 0.87, -2.35)  0.072
H (1.75, 1.19, -0.68)  0.079

---

Q: The highest calculated total energy belongs to which entry?
A: number 2

---

Q: Among the records above, which one has the lowest calculated total energy?
A: number 1